{"formula": "C21H36AlB3BrIMgNO13S", "method": "wB97M-V/def2-TZVPD", "symbols": ["C", "C", "I", "C", "B", "O", "B", "O", "B", "C", "C", "C", "S", "O", "O", "O", "O", "H", "H", "H", "H", "H", "H", "H", "H", "H", "H", "H", "H", "H", "H", "C", "C", "C", "O", "C", "C", "C", "O", "O", "O", "H", "H", "H", "H", "C", "O", "O", "O", "C", "C", "C", "N", "C", "C", "C", "C", "C", "H", "H", "H", "H", "H", "H", "H", "H", "H", "H", "H", "H", "H", "H", "H", "H", "H", "H", "Mg", "Br", "Al"], "xyz": [[-3.1742, 2.5217, 3.1272], [-2.6806, 1.0792, 3.2539], [-0.6690, 1.1019, 4.0358], [-2.7879, 0.3016, 1.9338], [-1.4330, 0.1277, 1.2086], [-0.6154, -0.9698, 1.4702], [0.6086, -0.9992, 0.9832], [1.1544, 0.0438, 0.1743], [0.3212, 1.2450, 0.1499], [0.7450, 2.7781, -0.0068], [1.2689, 3.4789, 1.2616], [2.7914, 3.5722, 1.4454], [3.4553, 2.5782, 2.7373], [4.8473, 2.4285, 2.3993], [2.7349, 1.3711, 2.8907], [3.4413, 3.4784, 3.9530], [-0.9976, 1.0288, 0.2448], [-3.7990, 2.6416, 2.2608], [-2.3312, 3.1909, 3.0803], [-3.7404, 2.8024, 3.9981], [-3.2954, 0.6073, 3.9943], [-3.1756, -0.6855, 2.1383], [-3.4741, 0.8306, 1.2933], [1.2957, -1.9560, 1.1474], [1.3893, 3.0059, -0.8486], [-0.2022, 3.2476, -0.2095], [0.7622, 3.0695, 2.1202], [0.9494, 4.5044, 1.1846], [3.0578, 4.5831, 1.7249], [3.2974, 3.3137, 0.5278], [2.9772, 3.0603, 4.7063], [-7.5522, 3.2722, 1.9579], [-8.5017, 3.8429, 1.1908], [-8.9294, 3.2392, -0.1286], [-9.7998, 3.8083, -0.7493], [-8.2696, 2.0197, -0.5743], [-7.3294, 1.4639, 0.1967], [-6.9214, 2.0565, 1.5183], [-6.0546, 1.4640, 2.1543], [-6.6776, 0.3513, -0.1276], [-9.1219, 4.9492, 1.5195], [-7.2413, 3.6935, 2.9032], [-8.5705, 1.5999, -1.5237], [-6.0779, 0.1709, 0.6209], [-9.7618, 5.1446, 0.8031], [6.7302, 3.6904, 1.9440], [6.5419, 3.6801, 3.1338], [7.1464, 2.6982, 1.2138], [6.5340, 4.8224, 1.1882], [3.6945, -6.1410, -4.4911], [2.1941, -5.8472, -4.3530], [1.8406, -4.3932, -4.0549], [1.7178, -4.0159, -2.5811], [0.3262, -4.2990, -2.1204], [2.7114, -4.7006, -1.6823], [3.9730, -3.8783, -1.8211], [3.4507, -2.4333, -1.8322], [2.0253, -2.5340, -2.4109], [4.1850, -6.3068, -3.5313], [3.8487, -7.0406, -5.0812], [4.2112, -5.3254, -4.9984], [1.7316, -6.5270, -3.6340], [1.7310, -6.0720, -5.3135], [0.8711, -4.1534, -4.4876], [2.5690, -3.7226, -4.5054], [0.1305, -5.3614, -2.2359], [-0.3662, -3.7190, -2.7240], [0.2384, -4.0149, -1.0754], [2.3202, -4.6371, -0.6674], [2.8043, -5.7471, -1.9491], [4.4837, -4.1040, -2.7555], [4.6765, -4.0659, -1.0145], [4.0900, -1.7756, -2.4185], [3.4299, -2.0288, -0.8086], [1.9242, -2.0432, -3.3730], [1.2853, -2.1209, -1.7319], [5.4451, 6.0033, 0.4110], [6.4019, 1.1392, 1.5860], [3.1902, 0.5167, 0.0333]], "mulliken_charge": [-1.28, 0.01, 0.01, -0.66, -0.16, -0.14, 0.40, -0.11, 0.12, -1.13, -0.21, -0.89, 0.62, -0.35, -0.47, -0.41, -0.01, 0.28, 0.37, 0.36, 0.61, 0.20, 0.23, -0.09, 0.48, 0.38, 0.04, 0.44, 0.54, 0.50, 0.42, -1.05, 0.38, 0.96, -0.57, -0.88, 0.26, 1.10, -0.62, -0.61, -0.54, 0.46, 0.44, 0.32, 0.38, 1.02, -0.40, -0.32, -0.68, -1.17, -0.69, -0.58, 0.42, -1.08, -0.75, -0.89, -0.09, -0.46, 0.28, 0.40, 0.31, 0.33, 0.45, 0.37, 0.54, 0.36, 0.43, 0.39, 0.46, 0.46, 0.23, 0.51, 0.46, -0.06, 0.31, 0.01, 1.34, 0.12, 0.85], "homo_lumo_gap_ev": 2.284, "energy_ev": -153494.877, "lumo_energy_ev": -11.56, "homo_ha": -0.5086, "total_charge": 3}



{"formula": "C5H38N3O11", "method": "wB97M-V/def2-TZVPD", "symbols": ["C", "C", "C", "C", "N", "C", "N", "N", "H", "H", "H", "H", "H", "H", "H", "H", "H", "H", "H", "H", "H", "H", "H", "H", "H", "H", "O", "H", "H", "O", "H", "H", "O", "H", "H", "O", "H", "H", "O", "H", "H", "O", "H", "H", "O", "H", "H", "O", "H", "H", "O", "H", "H", "O", "H", "H", "O"], "xyz": [[-0.1331, 0.8072, -2.9181], [1.0426, 0.7337, -1.9076], [0.6636, 1.4276, -0.6001], [0.5964, 0.5618, 0.5960], [-0.7209, -0.1156, 0.7361], [-0.5088, -1.3071, 1.6023], [0.0907, -1.2658, 2.9752], [-1.1442, -0.1853, -2.4430], [0.3174, 0.6991, -3.8991], [-0.5054, 1.8210, -2.9829], [1.9912, 1.1471, -2.2842], [1.1965, -0.3111, -1.6221], [1.4693, 2.1744, -0.5330], [-0.3083, 1.9220, -0.7862], [0.7915, 1.0854, 1.5315], [1.3740, -0.2014, 0.5344], [-1.4634, 0.5468, 0.9334], [-0.0413, -2.0350, 0.9877], [-1.5462, -1.6729, 1.8659], [1.0837, -1.1255, 2.8898], [-0.4507, -0.8284, 3.6987], [-2.0977, 0.2416, -2.4944], [-1.0181, -1.0785, -2.9438], [-1.0352, -0.2863, -1.4018], [0.8040, -2.9860, -3.2835], [0.5480, -2.9845, -1.7417], [0.2892, -2.5543, -2.5634], [4.2026, 1.3500, 0.7785], [4.8914, 1.0884, -0.5647], [4.0784, 0.8906, -0.0713], [-2.6421, -3.0638, -2.4081], [-1.3519, -2.8088, -2.9945], [-2.2609, -2.4373, -3.0428], [-1.8334, 2.4407, 2.7151], [-2.2769, 3.4804, 1.8443], [-1.8806, 2.5986, 1.7560], [-0.0663, 1.5611, 3.9534], [0.1302, 3.1222, 4.0843], [-0.0850, 2.4052, 3.4727], [2.4768, -2.1921, -0.3410], [2.3681, -3.7321, -0.1392], [2.1669, -3.0228, -0.7573], [2.3915, 2.2467, 1.9973], [3.2402, 2.8849, 3.0329], [3.2472, 2.1335, 2.4304], [-3.4137, 1.5478, 0.9355], [-4.2873, 0.7419, 1.5589], [-3.4785, 0.5812, 1.0459], [-2.5916, -2.8337, 0.3871], [-2.4219, -1.4121, -0.1473], [-2.1503, -2.3329, -0.3086], [-3.7252, 2.0106, -2.7214], [-3.9503, 1.0700, -1.6886], [-3.1745, 1.5754, -2.0034], [3.6784, -0.5951, 0.9886], [4.1156, -2.0396, 1.1147], [3.3185, -1.4887, 1.1464]], "nbo_charge": [-0.24, -0.41, -0.42, -0.25, -0.71, -0.05, -0.88, -0.76, 0.23, 0.21, 0.23, 0.22, 0.23, 0.20, 0.18, 0.20, 0.41, 0.20, 0.17, 0.38, 0.36, 0.46, 0.49, 0.46, 0.50, 0.53, -0.99, 0.50, 0.49, -0.98, 0.49, 0.48, -0.99, 0.49, 0.47, -0.96, 0.49, 0.49, -0.96, 0.51, 0.48, -1.00, 0.48, 0.48, -0.96, 0.49, 0.47, -0.96, 0.48, 0.49, -0.96, 0.49, 0.49, -0.94, 0.50, 0.48, -0.98], "homo_lumo_gap_ev": 8.973, "energy_ev": -32788.523, "lumo_energy_ev": -2.32, "homo_ha": -0.4150, "relative_energy_kcal_mol": 4.9, "total_charge": 1}



{"formula": "C19H11ClF4IrN3O6S", "method": "wB97M-V/def2-TZVPD", "symbols": ["Ir", "F", "C", "F", "F", "C", "C", "C", "C", "N", "C", "S", "H", "H", "H", "Cl", "C", "C", "C", "C", "O", "C", "C", "O", "C", "H", "H", "H", "H", "F", "C", "C", "N", "C", "C", "O", "O", "C", "O", "N", "C", "O", "H", "H", "H", "H"], "xyz": [[0.1261, 0.3586, 0.0526], [4.8643, 4.4825, -0.0653], [3.5849, 4.0967, -0.0679], [2.9747, 4.6706, 0.9796], [3.0085, 4.5751, -1.1807], [3.4664, 2.5963, -0.0029], [4.5751, 1.7721, 0.0154], [4.4321, 0.3854, 0.0702], [3.1677, -0.1551, 0.1079], [2.1054, 0.6567, 0.0854], [2.2101, 1.9984, 0.0284], [0.5775, 2.6406, 0.0005], [5.5620, 2.2138, -0.0065], [5.2955, -0.2623, 0.0848], [2.9610, -1.2149, 0.1612], [-5.7403, -0.5447, 4.2214], [-4.5851, -0.3164, 2.9917], [-5.0029, -0.1732, 1.6552], [-4.0854, 0.0245, 0.6642], [-2.6954, 0.0839, 0.9582], [-1.8791, 0.2654, -0.0117], [-2.2829, -0.0705, 2.3286], [-0.9039, 0.0014, 2.7423], [0.0609, 0.3207, 2.0323], [-3.2372, -0.2692, 3.3174], [-6.0594, -0.2192, 1.4285], [-4.3873, 0.1532, -0.3668], [-0.6918, -0.1929, 3.7955], [-2.9415, -0.3788, 4.3528], [-4.4899, -1.0839, -3.7988], [-3.2664, -0.7251, -3.4506], [-2.3244, -1.6297, -3.1771], [-1.0512, -1.2394, -2.7743], [-0.0584, -2.2613, -2.3960], [-0.1737, -2.5981, -0.9060], [-0.5952, -3.6649, -0.5403], [0.2701, -1.6709, -0.0940], [-0.7728, 0.0486, -2.5666], [0.3099, 0.4152, -2.0042], [-1.6776, 0.9670, -2.9521], [-3.0046, 0.7121, -3.3585], [-3.7817, 1.5998, -3.5638], [-2.5035, -2.6933, -3.2426], [0.9287, -1.8534, -2.5986], [-0.2450, -3.1362, -3.0105], [-1.4302, 1.9374, -2.7932]], "lowdin_spin": [0.52, 0.00, 0.00, 0.00, 0.00, 0.01, 0.00, 0.01, 0.00, 0.00, 0.01, 0.11, 0.00, 0.00, 0.00, 0.02, 0.04, 0.00, 0.03, 0.02, 0.11, 0.04, -0.02, 0.03, -0.02, 0.00, 0.00, 0.00, 0.00, 0.00, 0.00, 0.00, 0.00, 0.00, 0.01, 0.01, 0.10, 0.00, 0.00, 0.00, 0.00, 0.00, 0.00, 0.00, 0.00, 0.00], "homo_lumo_gap_ev": [7.638, 4.843], "energy_ev": -73698.646, "spin_multiplicity": 2, "lumo_energy_ev": [-4.04, -6.51], "s2": 0.76, "homo_ha": [-0.4290, -0.4174], "total_charge": 1}



{"formula": "C8H13NORu", "method": "wB97M-V/def2-TZVPD", "symbols": ["C", "C", "C", "C", "C", "Ru", "N", "C", "C", "H", "H", "H", "H", "H", "H", "H", "H", "H", "H", "C", "O", "H", "H", "H"], "xyz": [[-0.8929, 0.9796, -2.1757], [-1.8439, 1.1626, -1.1219], [-2.1191, -0.1281, -0.5402], [-1.3439, -1.1080, -1.2488], [-0.5665, -0.4214, -2.2484], [-0.0233, 0.3237, -0.3139], [1.6572, 0.2822, -0.4705], [0.9745, 1.5574, 1.2937], [-0.4430, 1.6456, 1.2872], [-2.8071, -0.3178, 0.2805], [-2.2554, 2.1107, -0.7989], [-1.3299, -2.1733, -1.0364], [0.1818, -0.8610, -2.9013], [-0.4865, 1.7728, -2.7990], [-0.8990, 2.5532, 0.8878], [1.5306, 2.4441, 0.9604], [2.6879, 0.1607, -0.5683], [-1.0497, 1.0598, 1.9823], [1.4759, 0.9159, 2.0271], [1.5485, -2.4277, 1.4908], [0.5673, -1.4491, 1.3025], [1.5647, -2.6695, 2.5730], [2.5616, -2.0636, 1.2061], [1.3101, -3.3490, 0.9320]], "lowdin_spin": [0.09, 0.08, 0.09, 0.11, 0.04, 2.03, 1.13, 0.45, 0.35, 0.01, 0.01, 0.01, 0.00, 0.01, 0.05, 0.05, 0.06, 0.05, 0.04, 0.02, 0.29, 0.01, 0.00, 0.00], "homo_lumo_gap_ev": [3.264, 6.896], "energy_ev": -14617.107, "spin_multiplicity": 6, "lumo_energy_ev": [3.85, 3.29], "s2": 8.78, "homo_ha": [0.0214, -0.1325], "relative_energy_kcal_mol": 49.5, "total_charge": -1}